Entry 1:
2 unconnected molecules or ions with the total composition C2H4N4 in a non-equilibrium geometry, computed with the ωB97M-V functional and the def2-TZVPD basis.

Element x y z (Å)
N: -0.964096 -0.251274 0.770033
N: 0.016924 -0.167854 -0.068671
N: -0.771107 -2.689140 -0.404812
N: -1.423139 -2.215779 0.369270
C: 0.191440 1.369707 0.375280
C: 0.685370 -0.805560 -0.922146
H: 1.224218 1.390575 0.715527
H: 1.488546 -0.263081 -1.419919
H: -0.479420 1.735742 1.147714
H: 0.031263 1.896664 -0.562277

Forces on the atoms, in the same order (eV/Å):
N 0.25 0.07 -0.20
N -0.06 -0.54 -0.17
N -1.02 0.67 1.18
N 0.99 -0.70 -1.16
C 0.12 0.35 0.02
C -0.09 0.37 0.24
H -0.16 -0.03 -0.03
H -0.10 -0.04 0.07
H 0.07 -0.07 -0.09
H 0.00 -0.08 0.14

* total charge: 0
* energy: -297.39672 hartree
* HOMO energy (spin up / spin down): -8.643 / -8.643 eV
* energy relative to the best compared isomer or geometry (same formula, charge and spin): 650.0 kJ/mol
* lowest unoccupied orbital energy (spin up / spin down): -0.669 / -0.670 eV

Löwdin analysis output, partial charges in e:
1. N 0.092
2. N -0.450
3. N 0.048
4. N -0.008
5. C 0.020
6. C 0.007
7. H 0.091
8. H 0.038
9. H 0.070
10. H 0.091

=====

Entry 2:
A single C2H4N4 molecule in a non-equilibrium geometry, computed with the ωB97M-V functional and the def2-TZVPD basis.

Element x y z (Å)
N: -1.327385 -1.241438 0.393910
N: -1.683890 -0.040137 -0.049652
N: 1.886130 0.103880 0.187894
N: -0.036644 -1.264127 0.460358
C: 0.480157 -0.050088 0.094284
C: -0.584872 0.783280 -0.235067
H: 2.292511 -0.823664 0.285256
H: -2.702122 0.098959 0.007084
H: -0.694577 1.818213 -0.597646
H: 2.371906 0.610084 -0.548352

Forces on the atoms, in the same order (eV/Å):
N 0.44 0.36 -0.18
N -0.36 -0.20 0.47
N -0.53 -0.14 -0.18
N 0.17 0.13 -0.01
C -0.21 0.11 -0.23
C -0.20 -0.11 -0.01
H -0.07 0.27 0.04
H 1.07 0.55 -0.42
H 0.22 -0.90 0.36
H -0.55 -0.08 0.15

* total charge: 0
* energy: -297.60159 hartree
* HOMO energy: -8.631 eV
* SMILES: Nc1c[nH]nn1
* energy relative to the best compared isomer or geometry (same formula, charge and spin): 112.2 kJ/mol
* lowest unoccupied orbital energy: 0.977 eV

Löwdin analysis output, partial charges in e:
1. N -0.039
2. N -0.041
3. N 0.075
4. N 0.017
5. C -0.396
6. C -0.043
7. H 0.078
8. H 0.156
9. H 0.110
10. H 0.082

=====

Entry 3:
A single C2H4N4 molecule, computed with the ωB97M-V functional and the def2-TZVPD basis.

Element x y z (Å)
N: -0.253026 0.468416 -1.052368
N: 1.902743 0.071300 0.223783
N: 0.417539 -0.948327 -1.492490
N: -1.275430 -0.067971 0.998898
C: 0.884898 -0.193010 -0.605728
C: -1.382897 0.281457 -0.214654
H: -2.316000 0.531533 -0.724726
H: 2.544771 -0.684801 0.413170
H: -2.194987 -0.111965 1.438874
H: 1.672388 0.653364 1.015244

Forces on the atoms, in the same order (eV/Å):
N -0.11 0.24 0.08
N -0.07 -0.15 0.03
N 0.32 0.05 0.26
N -0.11 0.12 -0.35
C -0.14 -0.16 -0.20
C 0.01 -0.05 0.24
H 0.04 -0.10 0.07
H -0.07 0.06 -0.04
H 0.13 0.01 -0.02
H 0.00 -0.04 -0.08

* total charge: 0
* energy: -297.53370 hartree
* HOMO energy: -9.217 eV
* SMILES: [H]/N=C/N1N=C1N
* energy relative to the best compared isomer or geometry (same formula, charge and spin): 290.4 kJ/mol
* lowest unoccupied orbital energy: 0.788 eV

Löwdin analysis output, partial charges in e:
1. N 0.003
2. N 0.183
3. N 0.216
4. N 0.103
5. C -0.578
6. C -0.298
7. H 0.108
8. H 0.110
9. H 0.046
10. H 0.106

=====

Entry 4:
A single C2H4N4 molecule in a non-equilibrium geometry, computed with the ωB97M-V functional and the def2-TZVPD basis.

Element x y z (Å)
N: -0.859538 2.038156 0.384795
N: 0.258980 0.983398 -1.212842
N: -0.686675 0.789612 0.732928
N: -0.302951 2.150549 -0.787236
C: -0.006236 0.111075 -0.228230
C: 0.543443 -1.281509 -0.117685
H: -0.980102 0.139516 1.561071
H: 0.796202 -1.684099 -1.116057
H: 1.423537 -1.226499 0.499836
H: -0.186661 -2.020200 0.283422

Forces on the atoms, in the same order (eV/Å):
N -0.08 0.87 -0.88
N -0.94 -0.40 1.72
N 0.59 -5.12 1.37
N 0.01 -0.05 0.31
C 0.50 1.27 -1.17
C -1.12 -0.39 -0.62
H 0.15 2.93 -1.52
H 0.06 0.54 0.48
H 0.38 -0.32 0.23
H 0.44 0.66 0.08

* total charge: 0
* energy: -297.58119 hartree
* HOMO energy: -10.577 eV
* SMILES: Cc1nnn[nH]1
* energy relative to the best compared isomer or geometry (same formula, charge and spin): 165.7 kJ/mol
* lowest unoccupied orbital energy: 0.512 eV

Löwdin analysis output, partial charges in e:
1. N -0.027
2. N 0.051
3. N 0.002
4. N -0.057
5. C -0.397
6. C -0.030
7. H 0.211
8. H 0.088
9. H 0.072
10. H 0.085

=====

Entry 5:
A single C2H4N4O molecule in a non-equilibrium geometry, computed with the ωB97M-V functional and the def2-TZVPD basis.

Element x y z (Å)
O: -0.375718 -0.769785 1.802845
N: 0.218698 0.663783 -1.298958
N: 0.227886 -1.396637 -0.342269
N: -0.152077 1.903087 0.718262
N: 0.229816 -0.707566 -1.581860
C: 0.020327 0.796636 -0.042143
C: -0.104222 -0.528384 0.653217
H: -0.667858 1.754910 1.560380
H: 1.148916 -0.893994 -1.984805
H: -0.397847 2.747705 0.210835
H: -0.244359 -2.298526 -0.341842

Forces on the atoms, in the same order (eV/Å):
O -0.33 0.08 0.35
N 0.04 0.31 0.26
N -0.61 -0.54 0.07
N 0.16 1.10 -0.98
N 0.61 -0.33 -0.27
C -0.60 -0.84 0.73
C 0.70 0.35 -0.46
H -0.14 -0.18 0.44
H -0.25 0.06 -0.29
H 0.13 -0.22 0.26
H 0.28 0.23 -0.12

* total charge: 0
* energy: -372.84877 hartree
* HOMO energy: -8.883 eV
* SMILES: Nc1n[nH][nH]c1=O
* energy relative to the best compared isomer or geometry (same formula, charge and spin): 135.4 kJ/mol
* lowest unoccupied orbital energy: 0.983 eV

Löwdin analysis output, partial charges in e:
1. O 0.076
2. N 0.082
3. N 0.074
4. N 0.146
5. N -0.058
6. C -0.355
7. C -0.446
8. H 0.091
9. H 0.122
10. H 0.109
11. H 0.159

=====

Entry 6:
A single C2H4N4O molecule, computed with the ωB97M-V functional and the def2-TZVPD basis.

Element x y z (Å)
O: 1.390128 -1.391578 1.834490
N: 1.414519 0.146163 0.028368
N: 0.390263 0.842415 -0.676425
N: -0.592941 -0.790639 0.684412
N: -1.919667 0.513489 -0.710277
C: -0.690175 0.197395 -0.253513
C: 0.677292 -0.873570 1.017277
H: -2.021451 1.079706 -1.536352
H: 2.043038 -0.328017 -0.624153
H: 1.986067 0.695305 0.672834
H: -2.677073 -0.090670 -0.436661

Forces on the atoms, in the same order (eV/Å):
O -0.43 -0.16 -0.30
N 0.26 -0.04 0.11
N -0.24 -0.19 0.10
N 0.22 0.02 0.08
N 0.03 -0.04 -0.02
C -0.05 0.10 -0.12
C 0.17 -0.12 0.25
H 0.10 -0.04 0.15
H -0.09 -0.03 0.18
H -0.10 0.41 -0.38
H 0.13 0.08 -0.05

* total charge: 0
* energy: -372.86702 hartree
* HOMO energy: -9.258 eV
* SMILES: NC1=N[NH2+]C([O-])=N1
* energy relative to the best compared isomer or geometry (same formula, charge and spin): 87.4 kJ/mol
* lowest unoccupied orbital energy: 0.620 eV

Löwdin analysis output, partial charges in e:
1. O 0.071
2. N 0.067
3. N 0.044
4. N 0.149
5. N 0.152
6. C -0.515
7. C -0.502
8. H 0.103
9. H 0.165
10. H 0.163
11. H 0.103